Entry from OMol25: C2H3ClS in the gas phase in a non-equilibrium geometry (the ωB97M-V functional and the def2-TZVPD basis).

Geometry as XYZ:
```
7
Properties=species:S:1:pos:R:3:mulliken_charge:R:1
S -1.90 1.01 0.15 -0.179
C -0.37 -0.39 0.07 -0.364
C 0.96 -0.57 0.18 -0.066
Cl 2.08 0.77 0.12 -0.177
H -1.32 2.06 -0.45 0.149
H -0.79 -1.39 -0.06 0.268
H 1.34 -1.49 -0.01 0.369
```

Properties
Energy above the lowest of the compared OMol25 structures with the same formula, charge and spin   128.4 kJ/mol
Orbital gap   9.73 eV
SMILES   S/C=C\Cl
Lowest unoccupied orbital energy   0.316 eV
HOMO level   -9.4 eV

Entry from OMol25: 2 unconnected molecules or ions with the total composition C4H11N3O2 in a non-equilibrium geometry (the ωB97M-V functional and the def2-TZVPD basis).

Geometry as XYZ:
```
20
Properties=species:S:1:pos:R:3:mulliken_charge:R:1
H -1.62 -0.66 -1.61 0.146
N -1.36 -0.34 -0.69 -0.618
C -1.04 -1.17 0.23 0.432
N -0.29 -0.83 1.39 -0.544
N -1.36 -2.50 0.02 -0.320
C -0.64 -3.59 0.80 -0.883
H -0.96 -0.65 2.14 0.255
H 0.08 0.10 1.18 0.280
H -1.39 -2.90 -0.90 0.291
H -1.07 -4.53 0.45 0.335
H -0.91 -3.53 1.85 0.278
H 0.40 -3.60 0.51 0.321
C 1.68 3.71 -0.23 -0.953
C 1.24 2.63 -1.16 0.692
O 1.91 1.87 -1.79 -0.556
O -0.12 2.48 -1.02 -0.446
H 0.98 4.02 0.50 0.300
H 2.14 4.54 -0.81 0.293
H 2.60 3.43 0.31 0.306
H -0.28 1.52 -1.16 0.391
```

Properties
Energy above the lowest of the compared OMol25 structures with the same formula, charge and spin   132.2 kJ/mol
Orbital gap   10.01 eV
SMILES   [H]/N=C(/N)NC.CC(=O)O
Lowest unoccupied orbital energy   0.720 eV
HOMO level   -9.3 eV

Entry from OMol25: 10 unconnected molecules or ions with the total composition C7H34NO9 in a non-equilibrium geometry (the ωB97M-V functional and the def2-TZVPD basis).

Geometry as XYZ:
```
51
Properties=species:S:1:pos:R:3:mulliken_charge:R:1
N 0.07 0.09 -0.46 0.237
H 0.59 0.90 -0.98 0.421
H 0.73 -0.24 0.26 0.253
H -0.19 -0.63 -1.13 0.151
H -0.78 0.53 -0.03 0.338
O -1.96 1.60 0.56 -1.317
H -2.58 2.13 1.06 0.221
O 1.35 2.04 -1.72 -1.162
H 1.59 2.60 -0.98 0.169
C -3.66 -1.24 -0.39 -0.480
O -3.22 -0.10 -1.06 -0.577
H -4.04 -1.94 -1.14 0.270
H -2.87 -1.71 0.21 0.044
H -4.48 -0.98 0.29 0.317
H -2.81 0.54 -0.40 0.359
C -1.31 -2.62 -2.72 -0.547
O -0.50 -2.56 -1.55 -0.508
H -0.94 -3.33 -3.47 0.354
H -2.32 -2.98 -2.50 0.218
H -1.36 -1.62 -3.15 0.179
H -0.23 -3.44 -1.31 0.236
C 1.97 -1.65 2.45 -0.621
O 2.07 -0.64 1.46 -0.468
H 2.05 -2.65 2.02 0.272
H 2.73 -1.49 3.22 0.304
H 1.02 -1.51 2.97 0.155
H 2.98 -0.60 1.16 0.212
C -2.43 -0.86 3.12 -0.370
O -3.05 0.40 2.90 -0.551
H -2.70 -1.18 4.13 0.308
H -2.80 -1.64 2.45 0.245
H -1.34 -0.79 3.02 -0.058
H -2.64 0.80 2.08 0.471
C 0.81 0.08 -4.22 -0.585
O 1.74 -0.26 -3.22 -0.502
H 1.29 0.61 -5.05 0.264
H 0.35 -0.85 -4.57 0.185
H 0.00 0.70 -3.81 0.289
H 1.92 0.55 -2.69 0.283
C -0.12 1.69 3.93 -0.459
O -0.18 2.30 2.67 -0.531
H -1.11 1.53 4.36 0.254
H 0.37 0.70 3.89 0.040
H 0.48 2.33 4.58 0.304
H -0.84 1.84 2.11 0.348
C 4.68 2.32 -1.20 -0.499
O 3.97 1.93 -2.35 -0.501
H 4.48 3.37 -0.92 0.247
H 4.45 1.66 -0.35 0.082
H 5.76 2.25 -1.39 0.250
H 2.99 2.01 -2.11 0.457
```

Properties
Energy above the lowest of the compared OMol25 structures with the same formula, charge and spin   0.0 kJ/mol
Orbital gap   8.10 eV
Lowest unoccupied orbital energy   2.481 eV
HOMO level   -5.6 eV
Charge   -1

Entry from OMol25: 10 unconnected molecules or ions with the total composition C54H69Br2ClF3IN11O in a non-equilibrium geometry (the ωB97M-V functional and the def2-TZVPD basis).

Geometry as XYZ:
```
142
Properties=species:S:1:pos:R:3:mulliken_charge:R:1
C 2.52 -1.01 4.43 -0.211
C 1.60 -0.37 3.71 -0.513
C 0.91 0.65 2.64 -0.114
C 0.69 -0.01 1.19 -0.177
C 1.85 -0.56 0.27 -0.312
C 3.41 -0.47 0.68 -0.106
C 4.14 0.75 -0.16 0.077
C 5.47 0.27 -0.94 -0.713
Cl 2.98 1.60 -1.33 -0.202
N 1.19 -1.08 -0.94 0.908
C 1.86 -1.70 -2.12 -0.615
C 3.03 -2.76 -1.77 0.092
C 2.57 -4.00 -0.86 0.107
F 2.06 -3.65 0.44 -0.339
Br 1.28 -5.11 -1.95 -0.012
C 3.84 -5.01 -0.58 0.749
F 3.35 -6.06 0.30 -0.199
F 4.20 -5.58 -1.88 -0.214
Br 5.40 -4.11 0.25 -0.061
C -0.28 -0.89 -0.85 -0.183
O -1.13 -1.27 -1.92 -0.337
C -2.20 -2.16 -1.51 -0.061
C -1.74 -3.51 -0.75 -0.721
N -0.56 -0.24 0.42 0.518
C -1.89 0.19 0.95 -1.633
I -3.09 1.32 -0.54 0.184
C -2.74 -0.98 1.69 0.344
C -2.61 -0.83 3.31 -0.905
H 3.26 -1.30 5.27 0.371
H 1.57 1.60 2.47 0.391
H -0.05 1.02 3.16 0.407
H 3.98 -1.46 0.62 -0.095
H 3.48 -0.13 1.80 0.276
H 4.48 1.57 0.59 0.450
H 6.40 0.67 -0.37 0.379
H 5.52 0.77 -1.99 -0.022
H 5.59 -0.87 -1.05 0.168
H 2.38 -0.82 -2.69 -0.082
H 1.13 -2.16 -2.89 0.458
H 3.97 -2.20 -1.38 -0.483
H 3.36 -3.22 -2.80 0.485
H -2.72 -2.51 -2.50 0.408
H -3.04 -1.67 -0.89 0.063
H -1.42 -4.30 -1.53 0.126
H -0.99 -3.36 0.11 0.193
H -2.71 -3.94 -0.25 0.353
H -1.66 0.98 1.78 0.729
H -3.87 -0.93 1.43 0.334
H -2.33 -2.03 1.44 -0.027
H -1.54 -0.49 3.57 0.161
H -2.76 -1.87 3.81 0.355
H -3.39 -0.11 3.77 0.199
N 2.34 3.26 4.41 0.069
C 3.50 3.99 4.36 -0.433
C 3.19 5.30 4.61 -0.501
C 1.79 5.37 4.83 -0.577
C 1.29 4.10 4.70 -0.304
H 2.26 2.27 4.26 0.237
H 4.44 3.51 4.15 0.373
H 3.89 6.12 4.64 0.404
H 1.21 6.26 5.06 0.398
H 0.28 3.72 4.79 0.369
N 7.02 2.09 -4.67 -0.064
C 7.70 0.93 -4.38 -0.381
C 8.92 1.00 -5.01 -0.501
C 8.98 2.24 -5.69 -0.446
C 7.79 2.89 -5.46 -0.560
H 6.09 2.31 -4.34 0.335
H 7.26 0.17 -3.76 0.341
H 9.69 0.24 -4.97 0.414
H 9.80 2.62 -6.29 0.418
H 7.43 3.85 -5.80 0.413
N 3.43 0.77 -6.12 0.239
C 2.51 0.74 -7.15 -0.668
C 3.05 1.42 -8.22 -0.468
C 4.34 1.87 -7.83 -0.576
C 4.54 1.45 -6.53 -0.069
H 3.30 0.36 -5.21 0.186
H 1.56 0.24 -7.02 0.381
H 2.57 1.57 -9.17 0.467
H 5.03 2.43 -8.43 0.411
H 5.38 1.58 -5.87 0.133
N -6.37 1.65 3.47 0.187
C -6.50 2.47 4.56 -1.133
C -7.49 1.96 5.36 -0.119
C -7.99 0.79 4.73 -0.459
C -7.28 0.62 3.56 -0.673
H -5.72 1.78 2.71 0.162
H -5.87 3.34 4.67 0.461
H -7.83 2.38 6.30 0.441
H -8.78 0.15 5.09 0.640
H -7.34 -0.14 2.80 0.479
N -8.05 7.23 3.45 -0.006
C -8.00 5.98 4.01 -0.728
C -8.06 5.06 2.98 -0.068
C -8.14 5.78 1.77 -0.587
C -8.13 7.12 2.09 -0.427
H -8.03 8.10 3.97 0.191
H -7.93 5.85 5.08 0.401
H -8.04 3.99 3.10 0.505
H -8.20 5.37 0.77 0.435
H -8.17 8.00 1.47 0.280
N -7.15 7.75 -1.39 0.056
C -5.89 7.24 -1.23 -0.390
C -5.52 6.63 -2.40 -0.502
C -6.60 6.79 -3.31 -0.401
C -7.58 7.49 -2.66 -0.504
H -7.67 8.25 -0.68 0.199
H -5.36 7.35 -0.29 0.375
H -4.58 6.13 -2.59 0.416
H -6.64 6.44 -4.33 0.392
H -8.56 7.82 -2.99 0.378
N 3.52 -2.59 -8.35 0.101
C 3.57 -3.84 -7.79 -0.463
C 3.51 -4.75 -8.82 -0.465
C 3.42 -4.03 -10.03 -0.611
C 3.44 -2.69 -9.71 -0.256
H 3.55 -1.72 -7.83 0.223
H 3.64 -3.97 -6.72 0.354
H 3.52 -5.83 -8.70 0.378
H 3.36 -4.43 -11.03 0.379
H 3.40 -1.81 -10.33 0.371
N 5.62 -9.38 3.48 0.021
C 6.89 -8.89 3.33 -0.485
C 6.82 -7.71 2.65 -0.544
C 5.45 -7.46 2.37 0.442
C 4.73 -8.50 2.90 -0.780
H 5.37 -10.24 3.94 0.189
H 7.74 -9.44 3.73 0.374
H 7.66 -7.08 2.37 0.357
H 5.04 -6.61 1.85 0.068
H 3.67 -8.70 2.91 0.353
N -7.20 -2.53 6.22 0.089
C -6.69 -3.79 6.41 -0.545
C -6.85 -4.12 7.74 -0.374
C -7.48 -3.02 8.37 -0.595
C -7.68 -2.06 7.41 -0.236
H -7.21 -2.03 5.35 0.191
H -6.26 -4.35 5.59 0.361
H -6.55 -5.05 8.20 0.386
H -7.75 -2.95 9.41 0.383
H -8.13 -1.08 7.48 0.350
```

Properties
Orbital gap   6.13 eV
Lowest unoccupied orbital energy   -3.369 eV
HOMO level   -9.5 eV
Charge   +1